C3H9NO2 | ωB97M-V/def2-TZVPD

Properties
orbital gap = 10.281 eV
SMILES = CC(=O)O.CN
electronic energy = -8841.787 eV
HOMO = -9.38 eV

Each atom is followed by the atoms it is bonded to, with distances in Å.
Atoms and positions in Å:
1 C -1.614 -2.014 1.082  N2 1.498, H6 1.078, H7 1.086, H8 1.087
2 N -0.149 -2.005 0.768  C1 1.498, H3 1.004, H4 0.995
3 H 0.336 -1.888 1.639  N2 1.004
4 H 0.103 -2.851 0.309  N2 0.995
5 H -0.545 0.323 -0.206  O11 0.959
6 H -2.171 -1.277 0.525  C1 1.078
7 H -1.807 -1.931 2.147  C1 1.086
8 H -1.951 -3.016 0.829  C1 1.087
9 C 1.411 2.472 -1.474  C10 1.469, H13 1.093, H14 1.076, H15 1.080
10 C 0.738 1.665 -0.447  C9 1.469, O11 1.336, O12 1.217
11 O 0.210 0.483 -0.775  H5 0.959, C10 1.336
12 O 0.645 2.048 0.704  C10 1.217
13 H 0.758 2.588 -2.342  C9 1.093
14 H 2.339 1.988 -1.726  C9 1.076
15 H 1.696 3.416 -1.033  C9 1.080

Let us look at the Löwdin charges, expressed in e, one per atom: atom 1 (C): -0.1600, atom 2 (N): -0.0548, atom 3 (H): 0.0549, atom 4 (H): 0.0450, atom 5 (H): 0.0875, atom 6 (H): 0.0492, atom 7 (H): 0.0665, atom 8 (H): 0.0626, atom 9 (C): 0.0079, atom 10 (C): -0.5901, atom 11 (O): 0.0863, atom 12 (O): 0.0731, atom 13 (H): 0.0963, atom 14 (H): 0.0874, atom 15 (H): 0.0881